[1]
The following is a DFT calculation (ωB97M-V with the def2-TZVPD basis set) of an isolated molecule of C2H3ClNOP at a distorted geometry.

Summary:
E_LUMO: 0.47 eV
HOMO energy: -11.5 eV
HOMO-LUMO gap: 12.00 eV
Largest force on an atom: 4.93 eV/A
Energy relative to the best compared isomer or geometry (same formula, charge and spin): 39.0 kJ/mol

Atoms and positions in Å:
C -0.1571 -0.0514 -0.0395
P -1.9551 0.1325 -0.4879
O -2.2886 0.4131 -1.9785
Cl -2.7787 1.3657 0.8057
C -2.5390 -1.4784 0.2202
N -2.8582 -2.4655 0.6742
H 0.4129 0.7282 0.4989
H 0.0722 -0.9478 0.5066
H 0.2404 -0.3783 -0.9989

Cartesian forces, eV/Å:
C -0.254 -0.153 -0.549
P 0.430 -0.615 -3.346
O 1.052 -1.043 4.704
Cl -0.276 0.521 0.397
C 0.587 2.782 -1.643
N -0.572 -1.890 0.877
H -0.687 0.113 -0.879
H -0.762 -0.549 0.805
H 0.482 0.833 -0.367

[2]
The following is a DFT calculation (ωB97M-V with the def2-TZVPD basis set) of a cluster of 2 separate species, C2H3ClO2 in total at a distorted geometry.

Summary:
E_LUMO (alpha / beta): -0.52 / -0.29 eV
HOMO energy (alpha / beta): -8.8 / -10.1 eV
HOMO-LUMO gap (alpha / beta): 8.26 / 9.80 eV
Largest force on an atom: 3.79 eV/A
Energy relative to the best compared isomer or geometry (same formula, charge and spin): 703.4 kJ/mol

Atoms and positions in Å:
C 0.3986 -0.9460 -0.1427
C -0.6354 -0.5505 -0.7337
O 0.6015 1.5725 0.6951
O -0.4769 1.6910 -0.1198
Cl -1.9129 -0.8499 -1.7782
H 0.8617 -1.9772 -0.1765
H 0.7354 -0.2707 0.6045
H 0.4281 1.3308 1.6513

Cartesian forces, eV/Å:
C 1.623 -3.348 0.714
C -2.469 2.267 -1.437
O 1.073 0.444 0.460
O -0.303 -1.911 0.744
Cl 0.816 0.145 0.490
H -0.652 1.267 -0.118
H 0.999 0.573 0.396
H -1.086 0.562 -1.249

[3]
The following is a DFT calculation (ωB97M-V with the def2-TZVPD basis set) of a cluster of 2 separate species, C2H3ClO2S in total at a distorted geometry.

Summary:
E_LUMO (alpha / beta): -0.83 / -0.93 eV
HOMO energy (alpha / beta): -7.9 / -7.9 eV
HOMO-LUMO gap (alpha / beta): 7.12 / 6.99 eV
Largest force on an atom: 4.75 eV/A
Energy relative to the best compared isomer or geometry (same formula, charge and spin): 278.8 kJ/mol

Atoms and positions in Å:
C -0.8723 0.5866 0.6281
C -0.1766 -0.8590 -1.0674
O -2.0051 0.7527 0.6823
O 0.0382 -0.0869 0.1920
S 0.9649 1.7136 2.3575
Cl 2.5686 1.2437 1.3935
H 0.3233 -1.8478 -1.1473
H 0.3511 -0.4745 -1.8842
H -1.1922 -1.0284 -1.1545

Cartesian forces, eV/Å:
C 0.891 2.008 3.228
C 1.458 -1.766 0.682
O -1.598 0.489 -0.235
O 3.019 -2.535 -2.642
S -3.425 0.023 0.077
Cl 1.814 -0.620 -1.196
H -0.243 0.296 1.742
H 0.110 2.059 -1.046
H -2.027 0.048 -0.610

[4]
The following is a DFT calculation (ωB97M-V with the def2-TZVPD basis set) of a structure of composition C2H3ClO2S at a distorted geometry.

Summary:
E_LUMO: -0.97 eV
HOMO energy: -10.3 eV
HOMO-LUMO gap: 9.32 eV
Largest force on an atom: 5.29 eV/A
Energy relative to the best compared isomer or geometry (same formula, charge and spin): 137.1 kJ/mol

Atoms and positions in Å:
C 0.2983 -0.5929 0.3970
C -0.6609 0.1549 -0.0141
O -3.8640 2.1625 -1.0829
O -3.8508 -0.0177 -2.2482
S -4.3556 0.8076 -1.1333
Cl -2.2787 -0.0654 0.5184
H 1.4508 -0.6147 0.0897
H 0.2312 -1.4277 1.0250
H -0.7432 1.0646 -0.7103

Cartesian forces, eV/Å:
C 5.113 -1.044 -0.861
C -1.598 3.101 -2.028
O -0.526 -0.587 0.089
O -1.217 1.370 2.012
S 1.311 -0.493 -2.676
Cl -0.414 -0.797 1.243
H -2.767 1.027 0.145
H -1.049 -0.914 1.064
H 1.148 -1.662 1.012